# 1
ORCA calculation (ωB97M-V/def2-TZVPD) on a molecular structure, C35H31LaN3PS3 in a non-equilibrium geometry.

Results
* Kohn-Sham gap: 5.60 eV
* net charge: 0

CARTESIAN COORDINATES (ANGSTROEM)
La: -0.563 0.379 2.617
C: 2.056 0.877 6.904
C: 1.552 0.319 5.602
S: -0.186 0.388 5.442
C: 2.417 -0.201 4.691
C: 3.905 -0.143 4.911
S: 1.925 -0.959 3.208
H: 1.213 1.200 7.511
H: 2.716 1.729 6.734
H: 2.618 0.120 7.456
H: 4.184 -0.534 5.889
H: 4.253 0.891 4.845
H: 4.408 -0.723 4.141
C: 3.913 3.086 -0.025
N: 3.456 1.768 -0.356
C: 4.042 0.923 -1.248
C: 3.308 -0.204 -1.282
N: 2.250 -0.069 -0.396
C: 2.348 1.177 0.169
S: 1.435 2.053 1.263
C: 1.271 -1.128 -0.392
C: -0.816 -1.947 -1.602
C: -1.250 -3.072 -1.018
C: -0.952 -3.348 0.368
C: -0.172 -2.525 1.078
N: 0.218 -1.253 0.594
H: 4.804 3.310 -0.609
H: 4.150 3.142 1.038
H: 3.130 3.818 -0.232
H: 4.931 1.179 -1.783
H: 3.449 -1.080 -1.873
H: -0.975 -0.638 -3.278
H: -1.756 -3.836 -1.590
H: -1.318 -4.266 0.800
H: 0.154 -2.751 2.087
C: -0.142 3.481 -4.242
C: 0.775 2.490 -3.935
C: 0.534 1.611 -2.894
C: -0.643 1.708 -2.156
C: -1.548 2.731 -2.453
C: -1.306 3.601 -3.496
P: -0.966 0.792 -0.615
C: -0.157 -0.899 -0.784
C: 1.871 -2.460 -0.711
C: 1.907 -3.095 -1.879
C: 1.579 -2.629 -3.224
C: 0.490 -2.061 -3.730
C: -0.811 -1.701 -3.074
C: -2.703 0.256 -0.824
C: -3.262 0.118 -2.075
C: -4.580 -0.319 -2.232
C: -5.361 -0.507 -1.128
C: -4.854 -0.266 0.166
C: -5.710 -0.317 1.284
C: -5.215 -0.071 2.529
C: -3.842 0.162 2.717
C: -2.926 0.223 1.674
C: -3.477 0.057 0.358
H: 0.050 4.165 -5.055
H: 1.687 2.402 -4.507
H: 1.260 0.843 -2.666
H: -2.446 2.826 -1.856
H: -2.022 4.378 -3.722
H: 2.265 -2.948 0.172
H: 2.357 -4.083 -1.875
H: 2.385 -2.838 -3.925
H: 0.497 -1.828 -4.788
H: -1.607 -2.273 -3.557
H: -2.697 0.362 -2.961
H: -4.967 -0.492 -3.226
H: -6.386 -0.838 -1.232
H: -6.759 -0.518 1.125
H: -5.871 -0.053 3.388
H: -3.518 0.309 3.748

Löwdin population analysis, charges in e, atoms 1 to 8: 1.357 -0.161 -0.855 0.350 -0.835 -0.152 0.425 0.041

# 2
ORCA calculation (ωB97M-V/def2-TZVPD) on C3H2ClNO2 in the gas phase in a non-equilibrium geometry.

Results
* SMILES string: C=NC(=O)C(=O)Cl
* Kohn-Sham gap: 9.58 eV
* net charge: 0

CARTESIAN COORDINATES (ANGSTROEM)
C: 1.468 1.091 -0.151
N: 0.205 0.820 -0.150
C: -0.632 -0.094 -0.542
O: -1.284 -0.208 -1.577
C: -1.155 -1.007 0.649
O: -1.904 -0.656 1.552
Cl: -0.712 -2.592 0.533
H: 1.777 2.141 0.181
H: 2.236 0.504 -0.495

Löwdin population analysis, charges in e, atoms 1 to 8: 0.095 0.125 -0.516 0.085 -0.806 0.031 0.818 0.113

# 3
ORCA calculation (ωB97M-V/def2-TZVPD) on C7H12OSi in the gas phase in a non-equilibrium geometry.

Results
* multiplicity: 3
* Kohn-Sham gap (spin up / spin down): 7.22 / 6.90 eV
* net charge: 0

CARTESIAN COORDINATES (ANGSTROEM)
C: 1.597 -0.759 1.556
C: 1.163 0.405 2.065
C: 1.271 1.559 2.860
C: 0.194 -0.520 1.289
C: -0.206 1.587 -1.527
C: -2.246 -0.706 -0.705
C: 0.447 -1.305 -1.640
O: 2.304 2.196 2.962
Si: -0.458 -0.028 -0.530
H: 2.392 -1.560 1.646
H: 0.344 1.903 3.301
H: -0.490 -1.119 1.743
H: -0.528 1.437 -2.558
H: -0.770 2.444 -1.057
H: 0.898 1.780 -1.607
H: -2.130 -1.734 -0.696
H: -2.755 -0.496 0.250
H: -2.746 -0.237 -1.603
H: 1.488 -1.398 -1.626
H: 0.111 -2.359 -1.524
H: 0.117 -1.092 -2.602

Löwdin population analysis, charges in e, atoms 1 to 8: -0.036 -0.131 -0.315 -0.184 -0.191 -0.178 -0.186 0.019

Total energy readings, ordered: -83920.9142 -21249.0138 -17372.7945 eV
Relative energy (zero: lowest compared OMol25 entry of this formula, charge and spin) readings, ordered: 89.0 40.4 22.6 kcal per mole